1.
{
  "formula": "C5H13N2O",
  "method": "the ωB97M-V functional and the def2-TZVPD basis",
  "symbols": ["H", "H", "C", "O", "C", "C", "H", "C", "H", "H", "N", "H", "H", "H", "H", "C", "H", "H", "H", "H", "N"],
  "xyz": [[-1.2944, -1.3532, 0.8393], [-4.1250, -1.2298, 1.2275], [0.8747, 1.4645, -1.7368], [-3.3239, -0.9126, 1.6554], [2.7410, 1.2590, 0.4862], [0.6288, 1.1836, -0.4567], [0.9408, -1.1439, -1.0809], [-0.3741, -0.8746, 0.5210], [1.7844, 1.9762, -2.0269], [3.1562, 0.7468, -0.3853], [0.1822, -1.6835, -0.6377], [-3.5599, -0.6674, 2.5566], [0.3935, -0.8892, 1.2912], [0.1308, 1.2863, -2.4983], [0.5385, -2.5935, -0.3510], [-0.6423, 0.5338, 0.0231], [-0.5254, -1.7872, -1.3649], [3.4147, 1.5532, 1.2811], [-1.0712, 1.0954, 0.8490], [-1.3785, 0.5234, -0.7818], [1.5090, 1.5128, 0.5898]],
  "atomic_forces_ev_per_a": [[0.0, -0.1, 0.2], [-0.1, 0.1, 0.2], [0.1, 0.0, 0.0], [0.3, 0.0, -0.1], [-0.1, -0.1, 0.0], [0.0, 0.0, 0.1], [0.0, 0.0, 0.1], [0.0, 0.0, -0.3], [-0.1, 0.0, 0.0], [0.1, -0.1, -0.1], [0.2, 0.4, -0.1], [-0.2, -0.1, -0.1], [-0.1, 0.0, 0.1], [-0.1, 0.0, -0.1], [-0.1, -0.1, -0.1], [0.1, 0.0, -0.1], [-0.1, -0.3, 0.0], [0.1, 0.1, 0.0], [0.0, 0.1, 0.1], [-0.1, -0.1, 0.0], [-0.1, 0.0, 0.1]],
  "e_tot_ev": -10416.173,
  "charge": 1,
  "relative_energy_kcal_mol": 46.6,
  "largest_force_ha_per_bohr": 0.00898
}

=====

2.
{
  "formula": "C4H10N2O",
  "method": "the ωB97M-V functional and the def2-TZVPD basis",
  "symbols": ["H", "C", "N", "N", "H", "C", "H", "C", "H", "H", "H", "H", "O", "H", "H", "C", "H"],
  "xyz": [[1.7804, 0.4295, -0.8994], [0.7012, 0.4388, -1.0483], [0.0789, 1.4021, -0.2975], [1.1339, -1.6540, 1.9416], [-0.6781, -0.8124, 1.4449], [-1.2552, 1.9298, -0.5116], [-1.2071, 3.0204, -0.5919], [-0.1935, -1.7762, 1.6709], [-1.7225, 1.5515, -1.4256], [-0.9063, -0.5137, -2.0520], [0.7879, -1.1691, -2.4041], [-1.8957, 1.6776, 0.3384], [-0.7823, -2.8445, 1.6848], [0.7120, 2.0570, 0.1575], [1.6178, -0.7811, 1.7891], [0.1619, -0.4547, -1.8796], [1.6670, -2.5011, 2.0826]],
  "atomic_forces_ev_per_a": [[-0.1, 0.0, 0.0], [0.3, -0.3, -0.3], [0.5, 0.8, 0.5], [0.0, 0.1, 0.0], [0.0, -0.1, 0.0], [-0.1, 0.0, 0.1], [-0.1, -0.1, 0.0], [-0.1, -0.8, 0.0], [0.3, -0.1, 0.1], [0.1, 0.0, 0.0], [-0.1, 0.2, 0.2], [-0.1, 0.0, -0.2], [0.3, 0.8, 0.0], [-0.4, -0.4, -0.3], [-0.2, -0.3, 0.0], [-0.2, -0.1, -0.1], [-0.1, 0.2, 0.0]],
  "e_tot_ev": -9337.216,
  "charge": 0,
  "smiles": "C=CNC.NC=O",
  "relative_energy_kcal_mol": 40.9,
  "largest_force_ha_per_bohr": 0.02023
}

=====

3.
{
  "formula": "C10H30ClIP3Sm",
  "method": "the ωB97M-V functional and the def2-TZVPD basis",
  "symbols": ["H", "I", "H", "H", "H", "H", "C", "C", "H", "C", "Sm", "H", "H", "C", "P", "H", "P", "H", "H", "H", "H", "H", "C", "H", "H", "Cl", "H", "C", "C", "H", "P", "H", "H", "H", "H", "C", "H", "H", "H", "H", "C", "H", "C", "H", "H", "H"],
  "xyz": [[-4.0889, 2.2010, 0.9744], [-0.7555, -3.1934, 1.4478], [-3.0418, -1.1834, 2.6313], [3.8002, 0.8971, -1.6375], [2.4515, 0.9537, -2.7985], [3.8171, -0.1544, -3.0937], [2.0161, -2.1695, -2.8383], [3.6093, -1.9094, -0.5146], [4.4681, -2.0972, -1.1709], [0.3894, 2.9640, 0.0206], [-0.2855, -0.8408, -0.2312], [2.9465, -2.2264, -3.4158], [0.6059, 3.8743, 0.5953], [2.7822, 1.6482, 1.1066], [0.9649, 1.4487, 0.9442], [-2.6516, -4.2866, -0.3753], [-2.5802, 0.3532, 0.8309], [3.0833, 2.4910, 1.7474], [-2.3856, 2.7434, 1.2435], [3.9184, -1.3177, 0.3536], [3.2105, -2.8643, -0.1535], [-3.9873, -1.4685, 0.0605], [-1.6900, -3.7952, -0.5961], [-0.8786, 1.9705, 2.4523], [0.5278, 2.9910, 2.8423], [-1.1052, -0.0912, -2.5006], [-3.7604, -0.2086, -1.1991], [-3.0457, 2.1003, 0.6447], [-3.0595, -0.0913, 2.5344], [1.2032, -1.7860, -3.4642], [2.2874, -1.0248, -1.4230], [1.7355, -3.1630, -2.4669], [-0.6935, 2.8952, -0.1550], [-1.0349, -4.5567, -1.0324], [-1.8060, -2.9239, -1.2569], [-3.9460, -0.3897, -0.1339], [-4.0688, 0.2986, 2.7090], [-2.9606, 2.3726, -0.4172], [-2.3402, 0.3391, 3.2404], [-4.8752, 0.1001, 0.1881], [0.2134, 1.9801, 2.5500], [3.2465, 1.7835, 0.1259], [3.1847, 0.2980, -2.3190], [0.8811, 3.0170, -0.9538], [0.4824, 1.2800, 3.3473], [3.2158, 0.7416, 1.5571]],
  "atomic_forces_ev_per_a": [[0.3, 0.1, -0.1], [-0.9, -1.6, -0.9], [-0.1, 0.3, 0.1], [-0.1, -0.2, -0.3], [0.1, 0.0, 0.0], [-0.1, 0.1, 0.3], [-0.4, 0.0, 0.3], [-0.2, 0.1, 0.2], [-0.2, 0.1, 0.2], [0.2, -0.5, -0.4], [0.3, 0.8, -1.4], [-0.3, -0.1, 0.1], [0.0, -0.3, -0.1], [0.2, -0.2, 0.4], [-0.4, 2.0, 0.4], [0.4, 0.6, 0.2], [-1.2, 0.3, 0.2], [-0.3, -0.2, -0.2], [-0.4, 0.0, -0.2], [0.1, -0.1, -0.2], [0.2, 0.1, -0.1], [-0.2, 0.2, -0.1], [0.1, -0.6, 0.6], [0.3, 0.0, 0.0], [0.0, -0.3, -0.2], [0.1, -0.2, 0.5], [-0.2, -0.1, 0.2], [0.3, 0.2, 0.1], [0.2, 0.1, -0.1], [0.2, -0.1, 0.0], [1.3, -0.4, -1.0], [0.1, 0.1, -0.2], [0.4, 0.0, 0.1], [0.2, 0.4, 0.3], [0.0, -0.1, 0.3], [0.3, -0.1, -0.1], [0.2, -0.1, 0.2], [-0.1, 0.0, 0.3], [-0.3, -0.1, 0.0], [0.1, -0.3, -0.2], [0.3, -0.6, 0.3], [-0.2, 0.0, 0.1], [-0.2, 0.3, 0.2], [-0.1, 0.1, 0.1], [-0.1, 0.2, 0.0], [-0.2, 0.2, -0.1]],
  "e_tot_ev": -77237.694,
  "s2": 8.778,
  "multiplicity": 6,
  "charge": 2,
  "largest_force_ha_per_bohr": 0.04094
}

=====

4.
{
  "formula": "C14H42O11PRb4",
  "method": "the ωB97M-V functional and the def2-TZVPD basis",
  "symbols": ["H", "O", "H", "H", "H", "C", "C", "H", "O", "O", "H", "C", "H", "Rb", "H", "O", "H", "C", "H", "C", "H", "H", "H", "H", "O", "H", "H", "C", "H", "O", "Rb", "H", "H", "H", "H", "Rb", "H", "O", "H", "H", "C", "O", "C", "O", "H", "H", "H", "C", "H", "C", "H", "P", "C", "H", "H", "H", "H", "O", "H", "H", "C", "C", "O", "H", "H", "Rb", "H", "H", "H", "H", "H", "C"],
  "xyz": [[-2.5021, 0.1101, 0.3416], [2.1329, -3.0109, 0.9259], [-5.0808, 3.1206, 1.0966], [3.7005, -0.4676, 2.2688], [-1.0341, 0.7710, -2.0155], [-3.8840, 1.5150, 0.3524], [5.3137, 0.3972, 1.1305], [-2.9330, 1.5394, -3.3387], [3.0739, 1.3255, 1.4808], [-3.3338, 0.3068, 0.8558], [-1.4779, 2.4847, -5.1092], [-1.6501, 3.0580, -4.1983], [3.9448, -3.2318, 1.8695], [1.1316, -2.2352, 3.4013], [1.7131, -2.0380, -3.0473], [0.0753, 0.9877, 1.7657], [-2.0265, 3.2136, 1.7480], [-1.3478, 4.0858, 1.7936], [-4.3276, 2.2069, 2.3219], [-1.6136, 4.9038, 0.5463], [3.5746, -5.0630, 0.0855], [-5.7462, 1.4806, 1.4817], [-4.4071, 1.3314, -0.5928], [5.1571, -4.2505, 0.0776], [-0.9649, 0.0196, -0.3605], [-3.4156, -4.4928, -0.2754], [6.0676, -0.2693, 1.5671], [-3.1155, -3.7300, 1.7546], [-3.2401, -5.6841, 0.9736], [-0.0147, 3.5858, 1.7494], [-1.9998, -0.1237, 3.7104], [-1.4328, 4.2606, -0.3114], [-3.4569, -3.8917, 2.7809], [-2.2124, 2.6499, -2.1500], [-1.3760, -2.8684, 1.6978], [1.4581, 1.8993, 4.0716], [-3.0832, 2.2366, 0.1684], [-0.9062, 1.2411, -2.8541], [-0.0694, 2.5964, 1.7033], [1.9936, -0.3718, -5.1414], [4.1224, 0.5349, 2.0630], [-0.6816, -1.4196, 1.6567], [-3.6889, -4.7116, 0.7654], [1.3811, -0.5436, 0.3294], [3.2545, -1.5221, -4.7436], [-0.9420, 5.7658, 0.5243], [-2.6201, 5.3274, 0.4980], [-4.8536, 2.0850, 1.3629], [-0.7514, 3.6132, -3.9342], [1.9576, -0.9604, -3.0811], [-2.4343, 3.7955, -4.3803], [-0.0378, -0.2493, 0.8417], [-2.0231, 2.0937, -3.0790], [5.7826, 1.3651, 0.9743], [-4.7748, -4.7646, 0.8208], [2.5322, 0.6977, 0.9492], [1.8494, -2.1118, 0.6131], [-1.6792, -3.8136, 1.6787], [3.9715, -3.7667, -1.1071], [5.0067, -0.0629, 0.1924], [4.0844, -4.1189, -0.0807], [3.5776, -3.0404, 0.8496], [2.7802, -0.5922, -1.9782], [-3.3808, -2.6947, 1.4849], [4.4026, 1.0103, 3.0112], [-1.1594, -2.6252, -0.9766], [1.0250, -0.3855, -3.0753], [3.8815, -2.0497, 0.5124], [3.3709, 0.1799, -4.2141], [-1.5729, 4.5983, 2.7338], [2.2325, -0.5678, -1.1768], [2.7022, -0.6650, -4.3608]],
  "atomic_forces_ev_per_a": [[-0.1, 0.3, 0.1], [0.3, -0.1, 0.0], [-0.4, -0.2, -0.2], [0.2, 0.1, 0.2], [0.2, 0.1, 0.3], [-0.1, -0.1, 0.0], [0.2, -0.4, 0.5], [0.0, -0.1, 0.0], [0.4, -0.4, 0.7], [0.2, -0.4, 0.3], [0.1, 0.1, -0.1], [-0.2, -0.1, 0.2], [0.1, 0.2, -0.1], [0.5, -0.6, -0.3], [0.0, 0.1, 0.1], [-0.5, -0.7, 1.5], [0.0, 0.2, 0.2], [-0.4, -1.0, -0.6], [-0.2, -0.3, 0.0], [0.1, 0.6, 0.4], [-0.1, -0.1, 0.0], [-0.1, 0.0, 0.1], [0.1, 0.0, 0.0], [0.0, -0.1, 0.0], [-0.1, -0.4, 0.5], [-0.1, 0.2, 0.2], [-0.1, 0.1, 0.1], [0.6, 0.7, -0.6], [-0.3, -0.1, 0.1], [-0.1, 0.0, 0.9], [-0.6, 0.3, -0.9], [0.0, 0.1, -0.2], [-0.1, -0.3, -0.1], [-0.2, 0.0, -0.1], [0.3, -0.4, 0.0], [0.3, 0.6, -1.1], [0.0, 0.0, -0.1], [-0.4, -0.2, -0.4], [0.2, 0.3, -0.5], [0.1, -0.1, 0.0], [-0.7, 0.1, -0.7], [0.4, -0.1, 0.4], [0.0, -0.4, 0.0], [0.1, -1.1, 0.7], [0.2, 0.0, 0.1], [0.1, -0.2, -0.2], [-0.1, -0.3, 0.1], [0.8, 0.6, 0.2], [0.1, -0.1, 0.0], [0.1, 0.1, 0.3], [-0.1, -0.1, 0.0], [-0.4, 2.1, -1.2], [0.6, 0.4, 0.2], [-0.1, 0.0, -0.2], [0.0, -0.1, 0.0], [-0.2, 0.4, 0.0], [0.0, 0.0, -0.1], [-0.4, 0.4, 0.4], [-0.2, -0.3, -0.1], [-0.1, 0.3, -0.1], [0.3, 0.6, -0.2], [-0.7, -0.1, 0.3], [0.1, -0.4, -0.2], [-0.3, -0.1, 0.1], [0.1, -0.1, 0.0], [0.2, -0.2, -0.4], [0.0, 0.0, 0.2], [0.4, -0.1, 0.1], [0.1, 0.0, 0.1], [0.2, 0.3, -0.1], [-0.1, 0.1, 0.0], [-0.3, 0.1, -0.6]],
  "e_tot_ev": -49633.466,
  "charge": 1,
  "relative_energy_kcal_mol": 6.2,
  "largest_force_ha_per_bohr": 0.04835
}

=====

5.
{
  "formula": "C17H24AuCl2NO3P2S",
  "method": "the ωB97M-V functional and the def2-TZVPD basis",
  "symbols": ["C", "O", "C", "H", "C", "C", "H", "Au", "H", "C", "P", "C", "H", "Cl", "H", "H", "H", "H", "H", "C", "H", "H", "H", "C", "C", "H", "H", "C", "H", "Cl", "N", "H", "H", "O", "H", "C", "C", "H", "H", "C", "S", "H", "C", "C", "H", "H", "O", "C", "C", "H", "P"],
  "xyz": [[3.4750, 3.0191, 1.1105], [5.9976, 1.8712, 2.2413], [0.0138, -0.0191, 3.7889], [1.7091, -2.7997, 0.4899], [3.2410, -1.4771, 0.5439], [2.2463, 2.2809, 3.4952], [-0.5328, 2.9806, -0.4812], [0.3296, -0.2487, 0.1374], [-0.8084, -0.7299, 3.6873], [0.4057, 3.0533, -1.0282], [0.1297, 0.9699, 2.2671], [-1.2158, 2.1761, 2.4823], [-2.8418, -2.4352, -1.4378], [-1.4342, -2.3212, 0.4576], [0.9423, -0.5578, 3.9597], [0.8539, 4.0342, -0.8592], [2.4373, 1.3279, -2.6965], [3.8390, 3.3357, 4.4532], [0.2079, 2.9266, -2.0938], [3.2897, -1.2853, 1.9252], [3.9939, 3.2761, 0.2015], [4.4614, -0.5151, 3.5686], [2.2139, -2.2964, -1.0026], [3.3982, 3.0537, 3.5110], [4.3178, -1.0941, -0.2525], [3.7127, 1.1786, -1.4552], [-0.1993, 0.6327, 4.6377], [-1.7689, -2.5200, -1.2644], [-2.1625, 1.6358, 2.5132], [-0.9320, -1.2369, -2.1463], [2.0608, -2.0074, -0.0397], [4.2986, -1.2859, -1.3156], [3.1588, 2.7862, -2.0048], [7.8881, 0.5002, 1.4803], [-1.3876, -3.4870, -1.5898], [2.3031, 2.2675, 1.0794], [2.8533, 1.7606, -1.7843], [2.4749, -1.6353, 2.5400], [-1.2278, 2.9094, 1.6792], [5.4265, -0.3316, 1.6779], [6.8285, 0.6806, 2.4138], [-1.0641, 2.6879, 3.4359], [4.0061, 3.4289, 2.3263], [5.4305, -0.4901, 0.3200], [1.7902, 1.9748, 4.4257], [4.9104, 4.0166, 2.3437], [6.9147, 0.1539, 3.7363], [1.6820, 1.9055, 2.2809], [4.3938, -0.6817, 2.5070], [6.2917, -0.1960, -0.2577], [1.5695, 1.7572, -0.5003]],
  "atomic_forces_ev_per_a": [[-0.2, 0.0, 0.1], [-0.7, 1.0, -0.3], [0.1, -0.1, -0.3], [0.0, 0.0, -0.1], [0.2, 0.1, 0.1], [0.0, 0.1, -0.2], [0.0, 0.0, 0.0], [0.4, 0.9, 0.6], [0.0, 0.0, 0.0], [0.1, -0.2, 0.0], [0.1, 0.2, -0.2], [0.1, -0.3, -0.2], [0.2, 0.1, 0.1], [-0.1, -0.2, 0.5], [0.0, -0.1, 0.1], [0.0, 0.0, 0.0], [0.0, 0.0, 0.0], [0.0, 0.1, 0.1], [-0.1, 0.0, 0.0], [0.3, -0.1, 0.2], [0.0, 0.1, -0.2], [0.0, 0.1, 0.2], [0.0, -0.1, 0.1], [0.0, 0.0, 0.0], [0.4, -0.1, -0.1], [0.0, 0.0, -0.1], [0.0, 0.0, 0.0], [-0.2, -0.3, -0.3], [-0.1, 0.1, 0.0], [0.0, 0.1, -0.4], [0.1, -0.2, -0.2], [0.0, -0.1, -0.1], [-0.1, 0.0, 0.1], [0.4, 0.5, 0.1], [0.0, 0.2, 0.1], [0.1, -0.1, -0.2], [-0.1, -0.2, 0.1], [-0.1, -0.1, 0.1], [0.0, 0.0, 0.0], [0.7, 1.5, 0.5], [0.9, -3.4, 0.1], [0.0, 0.0, -0.1], [-0.3, 0.2, 0.0], [-0.7, -0.3, -1.0], [0.0, 0.0, 0.1], [0.0, 0.0, 0.0], [0.3, 0.6, 0.3], [-0.2, -0.3, 0.2], [-1.2, -0.4, 0.0], [0.0, 0.2, -0.1], [-0.2, 0.2, 0.2]],
  "e_tot_ev": -83783.780,
  "s2": 2.017,
  "multiplicity": 3,
  "charge": 2,
  "relative_energy_kcal_mol": 32.1,
  "largest_force_ha_per_bohr": 0.06804
}